# 1
The following is a quantum chemistry calculation of a 7-piece molecular cluster, C31H65NO10S6 overall, from the OMol25 dataset.

Summary:
- F_max (eV Å⁻¹) = 3.7
- LUMO energy (eV) = 0.36
- Kohn-Sham gap (Ha) = 0.335

Geometry as XYZ:
```
113
Properties=species:S:1:pos:R:3:mulliken_charge:R:1
C 7.74435 0.09675 0.58272 -0.579
C 8.34360 -1.13350 -0.21686 -0.418
C 7.45985 -2.44429 -0.02127 -0.986
C 6.01109 -2.30501 -0.62148 0.122
C 5.13879 -3.52185 -0.08051 -0.723
C 3.80483 -3.64729 -0.94402 -0.470
C 2.56314 -4.14594 -0.11294 -0.899
C 1.19563 -3.59735 -0.74114 -0.699
C 0.93790 -2.20410 -0.09016 -0.752
O 1.84331 -1.12405 -0.32240 -0.222
C 1.32749 -0.14071 0.55538 0.372
O 1.90543 0.54051 1.31953 -0.519
O -0.06051 -0.19853 0.33058 0.169
C -0.44903 -1.49434 -0.22193 0.848
O -1.44701 -2.22277 0.45888 -0.183
C -2.40552 -1.31903 1.05523 -0.130
C -3.65758 -2.20794 1.44558 -0.579
C -3.32716 -3.01482 2.78049 -0.643
C -1.01316 -1.11450 -1.62685 0.264
C -1.52988 0.21379 -1.95998 -0.117
C -2.10167 0.60085 -3.23403 -0.408
N -2.21381 -0.29926 -4.24706 -0.607
C -1.72059 -1.53066 -3.97735 -0.336
C -1.12453 -2.06026 -2.76540 -0.528
H 6.92711 -0.28668 1.25039 0.208
H 8.50507 0.56650 1.26823 0.211
H 7.31514 0.86670 -0.11227 0.087
H 8.36054 -0.87379 -1.31282 0.273
H 9.37762 -1.40779 0.13473 0.341
H 7.39665 -2.58071 1.09985 0.298
H 7.94418 -3.35860 -0.44921 0.400
H 5.99274 -2.32274 -1.73886 0.303
H 5.55313 -1.37591 -0.19802 -0.175
H 5.72358 -4.46888 -0.25042 0.287
H 4.87811 -3.36678 1.00057 0.347
H 3.59607 -2.67418 -1.45570 0.251
H 4.03527 -4.41771 -1.73695 0.327
H 2.62608 -3.74596 0.94189 0.374
H 2.57588 -5.26093 -0.03175 0.521
H 1.30142 -3.58605 -1.85324 0.497
H 0.40522 -4.32110 -0.39419 0.340
H 0.95421 -2.45674 1.01578 0.493
H -1.93566 -0.86040 1.97175 0.157
H -2.71563 -0.46515 0.40036 0.079
H -4.53644 -1.53843 1.62149 0.426
H -3.86767 -2.95249 0.62852 0.244
H -3.37825 -4.12188 2.64019 -0.110
H -4.06029 -2.72216 3.57778 0.324
H -2.30713 -2.72028 3.15421 0.314
H -1.48912 0.99261 -1.15766 0.259
H -2.48464 1.64767 -3.34140 0.298
H -1.81532 -2.27157 -4.81574 0.317
H -0.77244 -3.11637 -2.67027 0.341
C -3.78908 4.94438 -4.48744 -1.068
S -3.88509 4.92245 -2.68798 0.428
O -3.69877 3.50844 -2.24838 -0.497
C -5.64466 5.28519 -2.58638 -0.635
H -2.76825 4.69941 -4.77962 0.343
H -4.47410 4.20515 -4.90506 0.293
H -4.04098 5.94054 -4.85304 0.435
H -6.21359 4.52444 -3.12248 -0.004
H -5.84090 6.27009 -3.01189 0.412
H -5.93586 5.28236 -1.53600 0.284
C -8.69902 2.97736 -1.13386 -0.861
S -8.26556 2.60503 -2.84320 0.605
O -8.52594 3.83365 -3.64831 -0.640
C -9.62987 1.46621 -3.14056 -0.989
H -7.98992 3.71079 -0.75195 0.223
H -9.70826 3.38914 -1.08767 0.344
H -8.63522 2.06760 -0.53590 0.349
H -10.58114 1.97217 -2.96925 0.302
H -9.53638 0.60477 -2.47799 0.354
H -9.57808 1.13257 -4.17635 0.329
C 3.42359 1.80269 -0.90861 -0.358
S 4.48850 1.79419 -2.36265 0.460
O 5.87114 1.48957 -1.90045 -0.577
C 4.40226 3.56876 -2.67016 -0.987
H 3.36633 0.78977 -0.52162 -0.389
H 3.84168 2.45961 -0.14457 0.459
H 2.42471 2.14047 -1.19070 0.381
H 4.75980 4.11573 -1.79633 0.274
H 3.37256 3.85017 -2.89572 0.360
H 5.03549 3.79960 -3.52621 0.357
C -2.12541 4.11892 1.49840 -0.812
S -3.04849 2.61647 1.86892 0.732
O -4.44572 3.01942 2.19094 -0.701
C -2.21540 2.26345 3.42801 -1.059
H -2.51205 4.53724 0.56928 0.103
H -2.25382 4.84253 2.30485 0.393
H -1.06906 3.87568 1.37443 0.294
H -2.33818 3.10279 4.11427 0.408
H -1.15570 2.08033 3.24186 0.310
H -2.66542 1.37109 3.86254 0.321
C -5.11467 -6.31834 4.23933 -0.928
S -4.64838 -6.69990 2.54003 0.489
O -4.91767 -5.48687 1.72030 -0.561
C -5.98957 -7.86354 2.23170 -0.990
H -4.42333 -5.56949 4.62462 0.294
H -6.13088 -5.92250 4.26605 0.303
H -5.04571 -7.22148 4.84714 0.397
H -6.95133 -7.37145 2.38339 0.314
H -5.89313 -8.71771 2.90345 0.389
H -5.91600 -8.20538 1.19992 0.326
C 8.57595 4.94602 2.35273 -0.867
S 9.40896 3.72516 3.38554 0.440
O 9.68463 2.53758 2.53408 -0.555
C 7.97590 3.33401 4.40711 -0.896
H 9.28370 5.30229 1.60516 0.314
H 7.72004 4.48893 1.85394 0.240
H 8.24949 5.78382 2.97057 0.361
H 7.15740 2.97814 3.77944 0.264
H 7.66818 4.22289 4.95995 0.367
H 8.25992 2.55176 5.11018 0.314
```

# 2
The following is a quantum chemistry calculation of C31H66CaCsF4MgN5O9Si2 as an isolated structure, from the OMol25 dataset.

Summary:
- F_max (eV Å⁻¹) = 14.3
- net charge = +2
- LUMO energy (eV) = -7.99
- Kohn-Sham gap (Ha) = 0.067

Geometry as XYZ:
```
120
Properties=species:S:1:pos:R:3:mulliken_charge:R:1
C -5.44970 2.00801 -1.58696 -0.499
C -5.93273 1.07001 -0.34284 -0.504
C -4.63063 0.54347 0.44051 0.039
C -4.77703 -0.93472 1.03984 -0.973
C -3.35119 -1.60415 1.47831 0.496
C -2.83737 -1.08796 2.90725 -0.723
C -2.11558 0.34762 2.90553 -0.630
C -1.30798 0.72359 1.57387 -0.099
C -0.15343 1.82664 1.87197 -0.488
C 0.59497 2.06172 0.47904 -0.725
C 1.30541 3.48796 0.31262 0.213
C 0.59223 4.81587 0.85707 -0.612
N 1.22372 5.86295 -0.03781 -0.253
C 1.65410 5.30278 -1.33199 0.336
O 2.25305 5.94474 -2.22967 -0.667
C 1.13381 3.79395 -1.27222 -0.570
C 1.68638 2.71051 -2.31214 -0.826
C 3.24058 2.39514 -2.06308 -1.085
C 3.65628 0.83559 -2.34376 1.414
F 3.98173 0.16760 -1.16354 -0.129
F 2.66319 0.07813 -3.04845 -0.102
F 4.92115 0.88395 -3.12918 -0.374
H -5.59577 1.44913 -2.56950 -0.152
H -4.33009 2.24409 -1.43144 0.158
H -5.97704 3.02673 -1.54987 0.329
H -6.62775 0.23877 -0.69563 0.389
H -6.52301 1.78185 0.34827 0.349
H -3.75129 0.50671 -0.30645 -0.072
H -4.43375 1.28641 1.30174 0.268
H -5.56077 -1.00966 1.86747 0.288
H -5.16843 -1.59348 0.17524 0.330
H -2.58604 -1.54603 0.62748 -0.792
H -3.58987 -2.72766 1.60833 0.369
H -2.22028 -1.89999 3.44935 0.359
H -3.78720 -0.96847 3.55621 0.306
H -1.32904 0.31694 3.75042 0.337
H -2.81920 1.21406 3.18114 0.341
H -1.95671 1.19665 0.74820 0.335
H -0.77096 -0.18268 1.07928 -0.164
H -0.72097 2.77840 2.20029 0.549
H 0.53280 1.52630 2.73019 -0.031
H -0.16887 1.95784 -0.39036 0.087
H 1.38274 1.23887 0.31175 0.404
H 2.39576 3.60913 0.61525 0.521
H 0.89378 5.03572 1.93972 0.311
H -0.53135 4.92401 0.68906 0.299
H 0.62628 6.67837 -0.25590 0.307
H 0.00765 3.87472 -1.52087 0.342
H 1.49658 3.10834 -3.37826 0.474
H 1.01599 1.78460 -2.19714 0.246
H 3.83788 3.11874 -2.77216 0.206
H 3.60073 2.63444 -0.99442 0.302
C -5.95671 -1.86641 -5.91654 -1.108
C -5.02260 -0.70586 -5.58889 -0.202
C -3.95285 -1.07575 -4.55845 -0.326
C -4.59191 -1.49557 -3.27029 0.101
N -5.08675 -1.84928 -2.26250 -0.436
H -6.52035 -2.19077 -5.03779 0.348
H -6.68404 -1.56577 -6.67587 0.184
H -5.39752 -2.72362 -6.30222 0.353
H -5.61795 0.13512 -5.21953 0.075
H -4.53249 -0.37338 -6.50860 0.373
H -3.30160 -0.21914 -4.36640 0.233
H -3.33246 -1.89842 -4.92439 0.373
C -8.49550 0.93732 -8.87057 -1.033
C -8.44958 1.26230 -7.41390 0.450
O -7.44406 1.36455 -6.75925 -0.443
N -9.63410 1.38170 -6.58553 -0.087
C -10.89321 1.88016 -7.17402 -0.879
H -7.61409 1.35890 -9.35584 0.333
H -8.49971 -0.14828 -8.99782 0.318
H -9.37845 1.36378 -9.34840 0.428
H -9.76106 0.44661 -6.17695 0.395
H -9.29258 1.93418 -5.78684 0.419
H -11.61368 1.99612 -6.36450 0.343
H -11.26086 1.15053 -7.89494 0.379
H -10.70335 2.84460 -7.64486 0.374
N 2.52312 -0.32549 3.31870 0.918
O 2.59692 0.76919 3.89621 -0.639
O 3.35498 -1.21490 3.56317 -0.613
O 1.61333 -0.53168 2.49222 -0.461
F 2.95933 1.35431 0.18066 -0.913
Mg -0.40106 -1.15794 -0.00768 1.034
C 0.98747 -5.37292 0.31385 0.727
O 0.84934 -4.35348 1.05493 -0.721
O 1.31915 -5.01151 -0.96125 -0.479
O 0.86959 -6.57914 0.55664 -0.670
H 1.30692 -4.06708 -0.72156 0.263
Cs 5.67193 2.50865 -3.89707 0.945
C 10.22561 -5.10985 6.90113 -0.999
Si 8.60277 -4.37017 6.29566 0.231
C 7.65878 -3.77839 7.80610 -0.944
C 7.62654 -5.75110 5.48169 -0.939
N 8.98646 -3.07331 5.19034 0.094
Si 7.74966 -2.12816 4.40760 0.128
C 6.67100 -1.19125 5.62619 -0.762
C 6.63917 -3.16184 3.30058 -0.752
C 8.60330 -0.85115 3.31485 -1.028
H 10.03100 -5.92911 7.59901 0.319
H 10.80661 -5.50358 6.06302 0.299
H 10.82571 -4.35586 7.41599 0.301
H 7.65453 -4.56003 8.57049 0.356
H 6.61898 -3.54854 7.56688 0.351
H 8.12313 -2.88819 8.23639 0.332
H 8.07363 -6.03856 4.52728 0.329
H 6.58832 -5.46244 5.30750 0.352
H 7.61833 -6.63131 6.12953 0.353
H 5.97602 -1.85536 6.14257 0.268
H 6.07626 -0.44247 5.09464 0.328
H 7.27928 -0.67371 6.37152 0.340
H 7.22910 -3.82026 2.65823 0.335
H 6.04370 -2.50723 2.65836 0.288
H 5.94518 -3.77145 3.88097 0.283
H 9.22348 -1.34143 2.55977 0.308
H 9.23915 -0.19239 3.91215 0.306
H 7.85783 -0.23782 2.80231 0.308
O -0.68839 8.49741 0.28782 -0.657
H -0.01972 9.19396 0.28475 0.318
H -1.22821 8.69555 1.06284 0.315
Ca 1.65645 -2.00984 -3.36188 0.646
```